This record from the OMol25 dataset describes 2 unconnected molecules or ions with the total composition C3H10OS2 at a distorted geometry. The level of theory is ωB97M-V with the def2-TZVPD basis set.

```
! wB97M-V def2-TZVPD RIJCOSX def2/J DEFGRID3
* xyz 1 2
C -0.26712 -1.91393 2.03791
C -0.24063 -0.46937 1.34067
S -1.18333 -0.48960 -0.11381
S 0.95389 -0.29267 -1.59687
C 1.30579 1.10946 -0.83234
H 0.69063 -1.91032 2.66925
H -0.36562 -2.60850 1.25805
H -1.18819 -1.88678 2.74581
H -0.67337 0.24148 2.13907
H 0.74241 -0.12948 1.14920
H 0.46724 1.74831 -0.80980
H 1.86265 0.96028 0.13243
H 1.99416 1.78307 -1.48532
H -0.77203 1.65074 -3.02223
H -1.65889 0.79216 -2.43209
O -1.66759 1.41516 -3.17995
*
```

The calculation puts the energy above the lowest of the compared OMol25 structures with the same formula, charge and spin at 82.0 kcal per mole. The largest force on an atom is 0.1058 Eh/bohr. For the HOMO-LUMO gap (alpha / beta), the calculation gives 7.3789 / 5.1635 eV. Its HOMO energy (alpha / beta) is -15.035 / -14.236 eV.

=====

This record from the OMol25 dataset describes 2 unconnected molecules or ions with the total composition C5H7O2S at a distorted geometry. The level of theory is ωB97M-V with the def2-TZVPD basis set.

```
! wB97M-V def2-TZVPD RIJCOSX def2/J DEFGRID3
* xyz -1 1
C -1.81095 2.44597 0.17981
C -1.44645 1.35897 -0.46511
C -0.04986 -1.08274 -0.08699
C 0.36636 0.13790 -0.05575
C 0.70325 -2.36292 0.06041
O 2.66974 1.25193 -0.80233
O 2.29030 -0.11212 1.29020
S 1.84654 1.03736 0.43324
H -2.79054 2.77589 -0.05960
H -1.26974 3.02996 0.81801
H -1.97108 0.80936 -1.23313
H -1.06259 -1.15185 -0.25388
H 1.70888 -2.11789 0.25110
H 0.58555 -2.98701 -0.82262
H 0.23058 -3.03280 0.74663
*
```

The calculation puts the energy above the lowest of the compared OMol25 structures with the same formula, charge and spin at 106.9 kcal per mole. The largest force on an atom is 0.0963 Eh/bohr. For the HOMO-LUMO gap, the calculation gives 7.2695 eV. Its HOMO energy is -3.395 eV.

=====

This record from the OMol25 dataset describes a molecular structure, C7H11ClO at a distorted geometry. The level of theory is ωB97M-V with the def2-TZVPD basis set.

```
! wB97M-V def2-TZVPD RIJCOSX def2/J DEFGRID3
* xyz 0 1
C -0.08019 2.76923 -0.74857
C 0.20534 1.61517 -0.54585
C -0.01260 -2.15779 -0.78451
C -1.14825 0.29045 1.65821
C -0.03230 -0.68894 -1.31638
C 0.25431 0.10778 1.53697
C 0.77935 0.27412 -0.43212
O 2.16598 0.35717 -0.59394
Cl 1.36488 1.09579 2.33216
H -0.39916 3.74804 -1.11150
H -0.66543 -2.14979 0.09478
H 0.92589 -2.51011 -0.64301
H -0.64404 -2.68073 -1.44551
H -1.73874 -0.57097 1.16559
H -1.60270 0.03738 2.63358
H -1.66992 1.20322 1.31106
H 0.50495 -0.82121 -2.31438
H -0.97913 -0.22570 -1.48370
H 0.44419 -0.92183 1.60013
H 2.32756 1.22869 -0.91300
*
```

The calculation puts the energy above the lowest of the compared OMol25 structures with the same formula, charge and spin at 63.3 kcal per mole. The largest force on an atom is 0.1062 Eh/bohr. For the HOMO-LUMO gap, the calculation gives 9.4356 eV. Its HOMO energy is -8.580 eV.

=====

This record from the OMol25 dataset describes a molecular structure, C36H76N4O16 at a distorted geometry. The level of theory is ωB97M-V with the def2-TZVPD basis set.

```
! wB97M-V def2-TZVPD RIJCOSX def2/J DEFGRID3
* xyz 0 1
C 3.79810 2.57109 2.82075
O 3.20882 1.49423 3.02301
N 3.32252 3.50635 1.99907
C 3.99630 4.80568 2.14731
C 1.97626 3.48728 1.38211
H 4.78686 2.78227 3.25661
H 5.03973 4.76995 2.46048
H 3.40815 5.35654 2.88129
H 4.04586 5.33621 1.19643
H 1.89342 4.15898 0.52768
H 1.91523 2.48549 0.95690
H 1.09598 3.69998 1.98872
C -0.66384 0.25735 0.85161
O -0.77446 1.18865 1.67477
N 0.51056 -0.14037 0.36143
C 0.68079 -1.31615 -0.57892
C 1.73151 0.62302 0.54772
H -1.47397 -0.39340 0.48769
H 0.36308 -1.12453 -1.60383
H 0.05087 -2.13916 -0.24133
H 1.65178 -1.80724 -0.51471
H 2.57320 -0.06424 0.63328
H 1.96249 1.39580 -0.18546
H 1.65804 1.07564 1.53659
C -2.52344 -0.44166 1.40022
O -1.71301 -1.20099 0.94592
N -3.61487 -0.83720 2.11496
C -3.91399 -2.26564 2.26375
C -4.76771 0.13524 2.36364
H -2.47149 0.63959 1.19919
H -4.58613 -2.46910 3.09738
H -2.99135 -2.83613 2.37044
H -4.36936 -2.64443 1.34874
H -5.64974 -0.11543 1.77430
H -5.10797 0.12198 3.39908
H -4.57799 1.17410 2.09368
C 4.57429 -2.38172 -1.20575
O 5.64203 -2.63403 -0.56495
N 4.04601 -1.18073 -0.96675
C 2.76671 -0.84767 -1.56550
C 4.71330 0.02259 -0.26144
H 4.04487 -2.88212 -2.03132
H 2.90274 -0.43124 -2.56359
H 2.02050 -0.28673 -1.00283
H 2.17818 -1.76512 -1.57101
H 5.19471 0.63145 -1.02670
H 3.99888 0.60453 0.32083
H 5.54097 -0.33789 0.34940
O -3.25369 0.33129 -0.18560
C -2.60146 -0.16622 -1.12068
O -1.44827 0.48562 -1.64801
C -1.07363 1.80751 -1.19687
C -1.09531 2.63534 -2.47787
C -2.79351 -1.61416 -1.51545
H -0.03256 1.69198 -0.89531
H -1.64968 2.10938 -0.32214
H -0.62875 3.61539 -2.37819
H -2.13890 2.83035 -2.72489
H -0.59649 2.09875 -3.28492
H -3.17344 -1.46936 -2.52678
H -3.53710 -2.13835 -0.91512
H -1.82673 -2.11488 -1.56777
O 0.28670 -2.49916 -2.09243
C -0.43400 -3.39949 -2.49408
O -0.87767 -3.65921 -3.75799
C -0.64058 -2.81601 -4.75218
C -1.66023 -1.68127 -4.50871
C -1.18932 -4.27014 -1.54746
H -0.86612 -3.23639 -5.73224
H 0.39319 -2.47091 -4.76982
H -1.59537 -1.05036 -3.62223
H -2.59914 -2.22983 -4.43362
H -1.87502 -0.95128 -5.28915
H -2.16566 -4.46566 -1.99091
H -1.33315 -3.77425 -0.58750
H -0.49885 -5.10262 -1.41210
O -2.74720 2.65992 1.57554
C -2.06457 3.40846 2.31848
O -2.49609 4.17245 3.32777
C -3.87843 4.24873 3.66651
C -4.12643 3.20817 4.65529
C -0.51522 3.41034 1.99972
H -4.58853 4.01378 2.87362
H -4.06462 5.27215 3.99214
H -5.17972 2.98283 4.82231
H -3.67637 3.58199 5.57498
H -3.68094 2.27128 4.32082
H -0.09988 2.40750 2.09920
H -0.12312 4.19311 2.64906
H -0.36605 3.65577 0.94824
O -3.86750 0.97036 5.05879
C -3.35328 -0.15612 5.10267
O -2.13387 -0.39567 4.55179
C -1.42970 0.75876 4.09006
C -0.04325 0.39058 3.61940
C -4.01784 -1.32477 5.73977
H -1.42471 1.49563 4.89324
H -2.11123 1.07655 3.30100
H 0.63570 1.20989 3.85576
H -0.04628 0.11053 2.56600
H 0.43391 -0.41924 4.17131
H -4.86721 -1.09249 6.38220
H -3.30904 -1.63718 6.50664
H -3.99885 -2.06275 4.93782
O 3.46517 1.82830 -1.94997
C 2.39731 2.21501 -2.52855
O 2.36562 2.68247 -3.79219
C 3.56678 2.76040 -4.64859
C 3.18922 1.92237 -5.92202
C 1.05271 2.02846 -1.80709
H 4.45069 2.40813 -4.11687
H 3.73741 3.82461 -4.81120
H 3.96831 2.07455 -6.66899
H 2.22355 2.27510 -6.28417
H 3.06461 0.90357 -5.55513
H 1.25231 1.46761 -0.89402
H 0.42965 1.43087 -2.47251
H 0.52411 2.95475 -1.58198
O 1.17897 -6.64418 -1.45139
C 1.47780 -5.98844 -2.44811
O 2.35330 -4.88831 -2.53600
C 2.97941 -4.51946 -1.31934
C 2.19415 -3.37044 -0.59802
C 0.47087 -5.87545 -3.59515
H 3.97369 -4.08647 -1.42886
H 3.06844 -5.41106 -0.69867
H 1.57510 -2.78857 -1.28088
H 2.73093 -2.61792 -0.02038
H 1.58844 -3.88024 0.15120
H -0.45547 -5.49698 -3.16298
H 0.38635 -6.85167 -4.07258
H 0.74222 -5.04468 -4.24652
*
```

The calculation puts the energy above the lowest of the compared OMol25 structures with the same formula, charge and spin at 812.8 kcal per mole. The largest force on an atom is 0.3819 Eh/bohr. For the HOMO-LUMO gap, the calculation gives 6.2212 eV. Its HOMO energy is -5.907 eV.

=====

What is the energy above the lowest of the compared OMol25 structures with the same formula, charge and spin in the first record? 82.0 kcal per mole

=====

Which formula does entry 3 have? C7H11ClO

=====

Among the records above, which one has the highest energy above the lowest of the compared OMol25 structures with the same formula, charge and spin? C36H76N4O16